1.
73
Properties=species:S:1:pos:R:3:forces:R:3 method="wB97M-V/def2-TZVPD" fmax_ev_per_a=1.14 homo_ev=-12.19 total_charge=+1 homo_lumo_gap_ev=7.806 spin_multiplicity=1
H -2.4234 3.2767 6.0500 -0.05 -0.16 -0.01
O -3.5492 0.9527 5.1821 0.06 -0.16 -1.12
H 4.1696 0.2557 -2.5180 0.00 0.00 -0.02
H -1.0586 1.7047 0.4569 0.19 0.14 -0.04
C -1.6610 2.2357 1.1810 0.18 -0.64 -0.60
H 1.7766 -4.4085 -2.7531 0.00 0.04 0.00
H -1.3337 -0.0468 5.8865 -0.08 -0.16 0.09
C 2.1850 -1.3348 -1.2349 -0.01 -0.04 0.05
H -0.5226 4.5835 4.0799 0.09 0.04 -0.08
H -1.0561 1.5584 4.3952 -0.19 0.08 -0.06
H 2.2249 -4.1550 -8.7825 0.02 -0.02 0.00
H 3.9664 -2.5179 -1.2238 0.00 0.00 0.03
H -4.5904 2.2347 -0.7568 -0.10 0.07 0.23
C -3.0543 2.1820 1.0165 -0.62 0.19 0.09
C -3.5341 1.0579 6.3704 -0.41 0.31 0.37
H 0.6195 -3.5659 -3.7928 0.01 0.01 0.01
H -0.8245 3.8763 6.3266 -0.06 0.10 0.09
H -0.4629 0.7701 7.1757 -0.10 0.15 0.22
H -5.6678 5.5985 3.7098 -0.08 0.05 0.01
H 1.9246 0.6167 -2.1174 0.00 -0.01 0.00
C 0.9501 -4.5497 -3.4539 -0.06 -0.06 -0.04
C -2.0416 3.4875 3.1346 0.50 0.22 0.13
H 3.2222 1.0278 -0.0256 0.01 0.00 -0.02
H -4.0606 6.0812 4.1882 0.18 0.11 -0.15
H 0.2166 -3.7071 -6.5090 0.00 0.00 0.02
C 2.5707 -4.8646 -5.3962 0.00 -0.02 -0.03
C -1.2201 0.8979 6.4108 0.35 0.14 -0.36
H -4.4464 1.0988 6.9664 0.00 0.02 0.35
H 4.1323 -1.0219 -0.3375 -0.01 -0.01 0.02
C 3.7077 -1.4569 -1.2471 0.01 0.01 -0.12
H -4.4174 5.6550 2.4755 0.10 0.07 -0.06
C -0.8174 1.9614 5.3757 0.15 -0.11 0.15
H -4.0303 3.7877 4.8618 0.29 0.00 -0.03
H 1.3895 -5.4454 -7.9137 0.01 -0.01 -0.01
C 4.3568 -0.8185 -2.4722 0.02 -0.02 0.10
C -4.6118 5.4280 3.5187 -0.18 -0.27 0.23
C 1.1480 -3.4679 -7.0298 0.06 0.00 -0.08
C -1.1308 2.9078 2.2278 -0.84 0.08 0.49
C 1.7029 0.3555 1.3444 0.15 0.24 -0.03
N -3.3484 3.3548 2.9030 0.51 0.18 0.48
N -3.8865 2.7335 1.8775 0.27 -0.11 -0.42
H 0.5326 -5.5904 -5.2927 0.01 0.00 -0.03
H -2.1335 5.0845 4.5531 0.09 0.14 0.00
H 0.2683 2.0622 5.4062 0.08 -0.04 -0.03
H 1.7855 -1.8258 -2.1268 0.00 0.00 0.00
H 3.4225 -4.7688 -4.7151 0.00 -0.01 0.01
H 1.7373 1.9432 -0.1069 0.05 0.02 -0.01
C 2.3228 -3.5057 -6.0537 -0.01 0.02 0.04
C 2.1353 0.9273 -0.0042 -0.17 0.00 0.03
H 3.9754 -1.2680 -3.3913 -0.02 0.02 -0.01
H 0.5576 0.0603 -1.1836 -0.01 0.00 0.00
C -1.4349 3.3346 5.6058 0.19 0.28 -0.13
H 3.2328 -3.2066 -6.5830 0.00 0.01 -0.01
C 1.6538 0.0986 -1.1942 0.03 0.02 -0.04
H 0.1215 -5.0042 -2.9087 0.01 0.02 0.03
H 1.7901 -1.8967 -0.3832 -0.02 0.00 -0.01
H 5.4375 -0.9598 -2.4547 0.00 0.00 -0.03
H 2.1260 -0.6335 1.5147 -0.08 -0.04 0.02
H 0.4728 -4.3198 -8.9055 0.02 -0.01 -0.02
H -0.0724 2.9665 2.4181 0.12 0.08 -0.04
C -1.5125 4.2189 4.3389 -0.32 -0.27 0.12
C -4.3562 3.9658 3.8432 -0.80 -0.06 -0.24
H 1.6550 -6.4169 -4.2400 -0.02 -0.01 -0.01
H 2.8757 -5.5887 -6.1557 0.01 0.01 -0.01
H 1.0360 -2.4439 -7.3958 -0.02 0.01 0.01
O -2.4409 1.1987 7.1002 0.13 -0.42 0.48
H 0.6123 0.2830 1.4018 0.01 -0.14 0.04
H 2.1648 -2.7478 -5.2797 0.01 -0.01 0.01
S -3.7222 1.2992 -0.3527 0.17 -0.17 -0.20
H 2.0451 0.9976 2.1604 -0.03 -0.04 0.03
C 1.3200 -4.4021 -8.2240 -0.08 0.03 0.06
F -5.5025 3.2492 3.6810 0.24 0.09 0.00
C 1.3810 -5.4307 -4.6223 0.06 0.04 0.07

=====

2.
75
Properties=species:S:1:pos:R:3:forces:R:3 method="wB97M-V/def2-TZVPD" fmax_ev_per_a=3.04 homo_ev=-8.40 total_charge=+1 relative_energy_kcal_mol=0.07 homo_lumo_gap_ev=4.701 spin_multiplicity=1
H 1.0144 -2.0759 3.2689 -0.01 0.31 -0.01
C 1.1330 0.2832 -3.2375 -0.01 -0.59 -0.02
C -1.5854 -1.4658 2.2575 -0.20 0.01 -0.06
C -0.4602 1.6463 4.6209 0.01 0.29 0.11
H -0.8007 2.6740 1.9420 -0.20 -0.14 0.18
H 0.5416 1.9889 4.3305 -0.22 0.01 0.10
H -0.3423 -2.0526 -3.0418 0.21 -0.15 0.19
H 5.1270 -1.0008 -1.8532 -0.17 0.17 -0.10
H 0.9015 -3.1936 -2.5449 -0.26 0.36 0.14
N -5.4613 3.4696 -2.2215 0.60 0.68 0.08
H 2.0495 1.8186 -1.9200 0.03 -0.14 -0.30
H 0.3542 -1.2162 5.9506 -0.08 -0.06 -0.21
H -1.9696 -3.1523 0.9329 0.29 0.07 0.35
H 1.1397 0.4843 -5.3740 0.11 -0.23 0.07
C 3.0824 -1.6375 -1.9897 -0.18 -0.07 0.20
H -1.6550 -2.5042 -1.2685 0.45 -0.21 0.33
H 2.8611 1.6045 -3.4973 -0.34 0.02 0.26
H 1.8610 0.2890 4.9878 0.09 -0.17 -0.26
H 2.4645 0.1471 3.3180 -0.12 -0.18 0.22
C 3.2240 -2.6509 -3.1458 0.09 -0.21 -0.09
H 1.2909 2.4277 -3.4037 0.27 -0.14 0.03
C 0.7345 -1.1482 3.7961 0.01 0.26 -0.31
H -0.1847 -2.6475 5.0693 -0.05 0.27 0.10
H -1.1429 -1.1695 5.0083 0.30 -0.02 0.00
H -2.1345 3.0251 3.0627 0.11 -0.27 -0.23
C -2.5604 0.5854 -0.9571 0.96 0.69 0.06
H 0.0497 0.4905 -3.1784 0.23 -0.07 0.06
H -1.9866 -1.8197 3.2177 0.05 -0.01 -0.29
C -0.1143 -1.5524 5.0179 0.01 -0.46 0.22
P -0.2373 -0.2102 2.5153 -1.72 -0.21 1.64
H -6.1123 4.2326 -2.4010 0.26 -0.40 0.05
H -1.5439 4.2180 -1.6997 -0.35 -0.17 0.04
C -1.1116 -2.6343 1.3919 0.34 -0.35 -0.27
H 4.1802 -0.0379 -3.0028 -0.02 -0.18 0.25
H 4.0041 0.2231 -1.2470 -0.02 -0.16 -0.16
H -0.5269 -3.3710 1.9760 -0.49 0.28 -0.14
H -1.0083 2.5145 5.0124 0.17 -0.21 0.01
H 2.4759 -0.9673 1.0220 1.23 0.35 0.17
H -0.5723 -3.8859 -0.8972 -0.15 0.31 -0.35
H 0.7876 -1.1671 -4.8498 0.21 0.14 0.05
C -1.2179 1.0948 3.4136 -0.33 -0.35 0.27
H 0.7618 -2.3823 0.5075 -1.26 0.05 -0.52
H -2.3875 1.8816 1.7271 0.15 0.05 0.08
N -0.2414 -2.1681 0.2601 0.37 -0.25 0.39
Zn 0.0711 -0.0906 0.1414 1.99 -0.20 0.42
C -0.9291 2.2921 -1.0119 -0.58 -0.68 -0.01
C -0.6097 -2.7925 -1.0423 0.02 -0.17 0.51
H -2.7504 -0.4720 -0.7288 -0.06 0.57 -0.16
C 4.1461 -0.5371 -2.0250 0.36 -0.03 0.05
C -3.5346 1.4620 -1.4171 0.01 -0.16 0.08
H -4.5368 1.0655 -1.5752 0.25 0.18 0.00
C 2.0618 0.0737 0.7325 -2.85 0.91 -0.55
H -5.8019 2.6899 -1.6895 -0.12 0.02 -0.01
C -1.6574 2.2265 2.4711 0.08 0.09 0.04
H -2.1251 0.5663 3.7573 0.20 0.34 0.09
H 2.7762 -1.1481 4.4909 -0.16 0.31 -0.03
O 2.6109 1.1521 0.7678 1.76 -0.33 0.47
H 3.1872 -2.1835 -1.0349 0.12 0.19 -0.28
O -3.7570 4.9679 -2.4577 -0.19 -1.49 0.47
C 2.0294 -0.4099 4.1592 0.40 -0.17 0.26
P 1.3898 -0.8929 -1.8128 -0.03 -0.48 -1.81
C 1.8859 1.6005 -2.9873 -0.10 0.34 -0.13
C 1.4056 -0.2857 -4.6339 -0.09 0.40 -0.25
C -3.1977 2.7993 -1.6631 1.31 -0.51 0.30
C -4.1376 3.8472 -2.1292 -1.36 1.49 -0.83
H 2.4792 -2.5159 -3.9410 0.31 -0.05 0.25
H 4.2180 -2.5739 -3.6071 -0.21 0.02 0.14
N -1.2828 1.0067 -0.7500 -0.88 0.65 -0.27
H -2.4087 -0.9478 1.7395 0.14 -0.05 0.12
C 0.2973 -2.3415 -2.1918 0.00 -0.40 -0.83
H 3.1281 -3.6791 -2.7734 0.00 0.21 -0.14
C -1.8662 3.2017 -1.4811 0.17 -0.18 0.09
H -0.3587 0.9106 5.4297 -0.02 0.31 -0.30
H 0.1213 2.5595 -0.8282 -0.56 -0.13 -0.08
H 2.4643 -0.5383 -4.7842 -0.32 0.10 0.08

=====

3.
75
Properties=species:S:1:pos:R:3:forces:R:3 method="wB97M-V/def2-TZVPD" fmax_ev_per_a=0.44 homo_ev="-17.76 / -17.76" total_charge=+3 homo_lumo_gap_ev="8.201 / 8.603" spin_multiplicity=2
H 3.4983 0.8879 1.5455 0.02 0.06 -0.06
C -0.5800 5.4513 -1.2919 -0.06 -0.03 0.01
H 1.8076 1.5365 3.0135 0.03 0.01 -0.02
H -2.5467 -3.4970 -1.6817 -0.01 0.00 -0.01
H -1.0015 -6.2226 -1.4964 -0.02 -0.02 0.01
C 0.4204 3.2118 -1.4208 0.01 -0.09 0.01
C -2.0465 -1.1294 -2.8856 -0.04 0.02 -0.01
C 0.6372 5.8959 -2.0814 0.02 0.07 0.01
C 0.7725 -3.8688 -1.1384 -0.03 0.04 -0.02
H 0.6750 -0.8536 -2.6573 -0.03 -0.04 -0.05
H 1.4836 -4.6233 -0.8192 0.01 -0.01 0.00
H -2.0085 -1.3712 -3.9502 -0.01 -0.02 0.00
H -1.5053 5.8253 -1.7235 0.02 0.02 -0.01
C -1.4968 -3.2295 -1.6230 0.04 0.03 -0.02
C -0.8681 2.1901 1.9694 0.11 -0.03 -0.06
H -1.8119 -0.0668 -2.8070 0.03 -0.01 -0.01
C 0.3032 -1.7070 -2.0965 -0.05 0.08 -0.12
C 2.5367 0.9754 1.0373 0.00 -0.12 0.05
H -0.5263 5.7899 -0.2557 0.00 0.02 -0.01
H -0.6380 2.7179 2.8977 -0.03 0.01 0.00
H 2.6148 -2.3889 0.8036 0.01 -0.01 0.03
H -2.5053 -0.2800 -0.6965 0.00 0.02 0.00
H -0.0018 -2.7391 3.3398 0.03 -0.03 0.01
C -1.0749 -2.0094 -2.1470 0.04 -0.09 0.20
C 1.8762 5.2088 -1.5399 0.03 -0.10 0.00
H -3.0751 -1.3087 -2.5659 -0.01 0.00 -0.02
C 2.7009 -2.4742 -1.9491 0.03 0.02 -0.03
H 2.3856 -2.3059 3.3703 0.00 -0.01 -0.01
H -3.6852 -0.9934 1.5496 0.00 -0.04 0.01
H 1.4826 2.7025 1.7522 0.04 0.00 0.01
C 1.2383 -2.6662 -1.6641 -0.01 0.00 0.07
H -1.5409 3.5292 -1.4714 -0.01 0.03 0.02
H 3.3473 -2.9308 -1.2008 0.01 0.00 0.01
C -2.3032 1.7038 1.9925 -0.06 0.06 0.08
N -0.6531 3.9754 -1.3060 0.07 -0.06 -0.03
H 2.1496 5.5807 -0.5519 -0.02 0.03 -0.01
C -0.5909 -4.1721 -1.1225 -0.02 -0.03 0.00
H 2.5598 -0.5039 -0.3387 -0.01 -0.02 -0.01
H 1.5333 -0.8170 3.1861 0.00 0.02 -0.03
C 1.5176 1.6351 1.9672 -0.09 0.00 0.04
N 2.1071 -0.3739 0.5659 -0.11 -0.01 0.04
H -2.4604 0.9808 2.7985 0.01 -0.02 -0.02
H 2.7291 5.3381 -2.2028 -0.01 0.05 0.01
N 1.6247 3.7518 -1.4452 -0.05 0.00 0.05
H 2.3921 3.1201 -1.6123 0.02 0.03 -0.04
H 0.5061 5.6608 -3.1384 -0.01 -0.02 0.00
H -0.4545 -5.9155 0.1420 0.00 -0.01 0.01
C -1.0699 -5.5183 -0.6641 0.03 0.03 -0.01
C -2.7668 -1.2968 1.0449 -0.06 0.08 -0.04
Ti -0.0221 -0.2820 0.0701 0.13 0.36 -0.21
N -0.4410 -2.0279 1.3970 0.09 -0.02 0.05
C 0.5357 -2.5872 2.4040 -0.12 -0.01 -0.10
H -2.5788 1.8711 -0.1365 0.00 0.03 0.04
N -2.2089 -0.1420 0.2706 0.07 -0.07 -0.04
H 2.6802 1.5846 0.1481 -0.03 0.00 0.02
H -1.6188 -1.1149 2.8695 -0.03 0.01 -0.01
H -2.9316 2.5556 2.2619 0.02 0.00 -0.01
H 2.9743 -1.4266 -2.0960 -0.02 0.01 0.01
N 0.1308 1.0891 1.8021 0.03 -0.08 0.03
H -3.0311 -2.0783 0.3325 0.03 -0.02 0.03
H -3.8930 1.0459 0.6953 0.01 0.04 0.02
H -2.1215 -2.7509 2.4846 -0.03 0.03 0.00
H -0.0157 0.4733 2.6007 -0.04 -0.03 -0.03
H -2.1099 -5.4914 -0.3443 -0.01 -0.02 0.00
H -0.5670 -2.7661 0.7000 -0.05 0.03 0.00
C 1.7720 -1.7461 2.6610 0.00 -0.01 0.13
H -0.7109 2.8869 1.1440 -0.04 0.00 0.01
S 0.2682 1.4765 -1.6785 -0.06 -0.10 0.12
H 3.6438 -1.2705 1.6882 -0.02 -0.02 0.04
H 0.8357 -3.5752 2.0512 0.05 0.03 -0.01
C -1.7628 -1.8168 2.0454 0.05 -0.01 0.05
C 2.6082 -1.4925 1.4245 0.06 0.02 -0.09
C -2.8090 1.1708 0.6682 0.01 -0.09 -0.09
H 0.7535 6.9751 -1.9969 0.01 -0.01 0.00
H 2.9316 -2.9660 -2.8976 0.00 -0.02 0.02